Entry 1:
{
  "formula": "C32H43AsBeClN4O2Si",
  "method": "ωB97M-V with the def2-TZVPD basis set",
  "elements": ["H", "H", "C", "C", "H", "H", "H", "C", "C", "H", "N", "H", "H", "C", "H", "C", "H", "Cl", "H", "N", "H", "C", "H", "N", "H", "H", "H", "H", "C", "H", "C", "H", "H", "H", "H", "H", "C", "C", "H", "H", "H", "H", "C", "Be", "As", "C", "C", "C", "C", "C", "O", "H", "O", "H", "H", "C", "H", "C", "H", "H", "C", "H", "H", "H", "C", "N", "H", "C", "H", "H", "C", "C", "C", "Si", "C", "C", "C", "C", "H", "H", "C", "C", "H", "H", "C"],
  "coordinates": [[0.1780, 1.9371, -5.1330], [-3.2601, -3.9053, 1.0913], [-1.1832, -1.2697, 1.1599], [0.9355, -0.4604, -2.3241], [5.4897, 0.1376, -1.0918], [-2.3313, -0.9456, -1.8869], [4.6600, 3.1486, 3.1698], [-2.2154, -1.3744, -0.8956], [-2.7739, -2.9872, 0.7949], [-2.1597, 1.6987, -3.5778], [-3.8763, -3.4119, 3.8345], [0.7094, 3.5284, -4.5591], [-0.5850, -2.2487, 4.8043], [-1.7942, -2.5675, 3.1111], [5.2655, -2.2409, 2.1816], [1.0775, -0.6984, -3.7149], [-6.9922, 1.4477, -0.7819], [-2.6938, 1.7523, 1.3828], [3.2263, 2.9885, 1.2337], [-1.3457, -0.8001, -0.1032], [-5.2985, 1.1722, -0.3196], [-1.1534, 2.1413, 0.4329], [6.2439, 2.4031, -1.8702], [-2.6351, -3.3551, 3.9546], [-4.7312, 0.6191, 1.7774], [1.9097, 3.6717, -1.9220], [1.3369, -1.3851, -0.4121], [0.8708, 3.2576, -0.5438], [5.1751, -1.2012, 1.8533], [1.7517, -1.9754, -5.2914], [-0.7178, -1.9883, 3.7585], [2.6230, 1.7865, 2.3396], [-3.5456, -3.0439, -1.1989], [-7.1024, -2.7658, 0.6357], [5.3104, -0.5695, 2.7316], [-5.8527, -4.1662, 2.2809], [0.7611, 2.4503, -4.3571], [1.4158, -1.5004, -1.4871], [2.3364, -3.4209, -1.3073], [6.0209, 1.0847, 0.2871], [-6.5015, 1.6110, 0.9155], [5.0930, 3.1781, -0.7742], [-2.9122, -2.5240, -0.4897], [-0.2766, 0.6350, -0.2226], [3.4455, 0.7232, 0.2443], [5.2577, 1.0211, -0.4914], [-4.2951, -1.2161, 2.7709], [-5.6166, -3.1133, 2.1608], [-1.9629, -2.2874, 1.7154], [2.1392, -2.8483, -3.3677], [-6.6846, -0.3145, 0.1411], [-2.3345, 2.3562, -1.9399], [0.6289, 0.2046, 1.1719], [4.8758, 1.4060, 3.2713], [-1.9737, 3.4436, -3.3065], [3.8161, -0.9715, 1.1891], [0.6982, 0.0361, -4.4172], [-5.9916, -0.9960, 1.0863], [-1.4691, 2.9496, -0.2308], [3.6439, -1.7420, 0.4350], [-0.0768, -0.6486, 1.8535], [5.6386, 2.3150, 1.9677], [4.5024, 2.2263, -2.1370], [3.0113, -1.0807, 1.9211], [4.7348, 2.2331, 2.5758], [0.3422, 0.6889, -1.7951], [1.8114, 2.1387, -4.4568], [3.4824, 2.0437, 1.7185], [0.3539, 4.5076, -1.7053], [-0.5064, 2.6034, 1.1813], [1.6672, -1.8530, -4.2162], [-6.3104, -2.3412, 1.2450], [1.9919, -2.6555, -1.9968], [0.0706, 2.1707, -2.6220], [-4.5664, -2.5699, 2.8970], [-4.9998, -0.4264, 1.8717], [0.1380, -1.0496, 3.1678], [5.2801, 2.2768, -1.3690], [6.0020, -1.0014, 1.1684], [2.5959, -3.7484, -3.7618], [-6.3398, 1.0537, -0.0102], [0.8667, 3.5398, -1.6050], [-3.4986, -0.7686, 3.3549], [0.9520, -0.6020, 3.7290], [-1.7731, 2.4526, -2.8757]],
  "e_tot_ha": -4615.0587,
  "total_charge": -1,
  "gap_ev": 6.8
}

Entry 2:
{
  "formula": "C32H43BBrCdN9O4S3Te4",
  "method": "ωB97M-V with the def2-TZVPD basis set",
  "elements": ["C", "C", "C", "C", "H", "N", "C", "H", "C", "C", "H", "H", "C", "H", "Te", "C", "C", "C", "C", "H", "C", "N", "O", "C", "C", "S", "H", "H", "H", "H", "C", "H", "S", "C", "C", "H", "S", "H", "C", "H", "C", "H", "H", "H", "N", "H", "H", "H", "N", "H", "H", "N", "H", "H", "Te", "H", "Cd", "C", "N", "H", "O", "H", "H", "N", "C", "Br", "H", "H", "N", "N", "H", "C", "C", "C", "C", "C", "H", "B", "C", "H", "H", "O", "H", "H", "H", "H", "H", "C", "C", "H", "C", "Te", "C", "H", "O", "H", "H", "Te"],
  "coordinates": [[-2.1515, 3.7374, 2.6447], [3.7895, 0.2153, -3.4353], [5.2983, 2.2209, 2.0671], [-1.2248, 2.0201, -1.8196], [0.2973, -6.3412, 2.4525], [4.3700, 1.5479, 3.0066], [-3.5100, 3.0372, 2.5825], [4.0551, 1.8593, 0.3324], [-0.1418, -3.0251, 4.5011], [0.2187, 2.6229, 5.1642], [-2.8080, 5.1458, 4.1817], [1.6669, -4.9060, 5.1536], [2.1688, -4.9268, 4.1843], [-3.0392, 5.6679, 2.5104], [-1.7185, -2.2449, 0.9476], [6.7374, 1.9193, 2.4855], [-3.1269, -0.8889, -2.6169], [-3.4679, -2.3299, -2.5104], [4.7770, 0.6592, 3.9899], [3.4040, -0.7854, -0.2521], [5.1059, 3.7396, 2.1137], [0.6807, -1.0247, 4.0586], [-1.3120, 3.2205, -2.1812], [-1.4967, 3.8263, 1.2674], [1.9684, -4.5675, 1.7343], [-1.2598, 0.5676, 2.2497], [-0.8181, 4.5500, 5.0154], [1.3290, -4.3025, 0.8958], [0.8846, 2.6640, 6.0083], [-2.5803, -2.9430, -2.6729], [-3.8682, 2.3857, -3.9301], [-2.4767, 3.4736, -3.1147], [2.0686, -1.3766, 1.7529], [-2.3590, 5.1507, 3.1859], [-3.2824, 1.2399, -3.2101], [4.1195, 4.0165, 1.7575], [2.0133, 2.4608, 1.9237], [5.2494, 0.5885, 0.6578], [1.2225, -4.4972, 3.0578], [5.8655, 4.2136, 1.4874], [3.1649, -0.4596, -1.2562], [0.4615, 0.0365, -2.9987], [7.4023, 2.4462, 1.8015], [-3.8277, -2.5672, -1.5053], [2.5679, 0.7405, 3.9680], [-0.7919, -4.9627, 2.3823], [-3.9571, 2.9781, 3.5780], [3.5597, -0.5214, 5.3841], [0.7214, -3.1325, 3.4257], [-1.4240, 5.7131, 3.2150], [2.1293, 0.6031, -4.7605], [-3.8464, -0.0037, -3.3481], [5.2209, 4.1014, 3.1382], [2.5225, -5.9417, 3.9949], [-3.8329, -3.8844, 1.3081], [-0.5134, 4.2939, 1.3439], [0.1324, -0.3443, 0.0585], [3.6689, 0.1847, 4.5800], [-2.1223, -0.2752, -2.0234], [2.8454, -3.9272, 1.7192], [-4.8420, 2.2258, -4.6474], [1.3421, 0.2660, 5.7372], [-0.7353, -1.2502, 5.6523], [-1.2438, 3.0014, 3.5668], [4.1691, -0.1749, -2.1637], [5.1183, 0.6091, -4.7311], [-2.1231, 4.4221, 0.6013], [5.7685, 2.1393, -0.0410], [1.8737, -0.3723, -1.5625], [0.1312, 1.5003, 4.3756], [-4.2339, -2.6037, -3.2374], [-0.6188, 3.5541, 4.6709], [2.4504, 0.3059, -3.7735], [0.0062, -5.4248, 2.9653], [1.1857, -1.8780, 3.1368], [2.9891, 1.5842, 2.9862], [-3.4117, 2.0314, 2.1836], [1.1709, 0.3720, 4.5401], [5.0752, 1.6670, 0.6590], [5.2078, -0.2559, -1.8794], [2.2839, -5.6057, 1.6089], [-0.3753, 1.5661, -1.0154], [-4.1731, 3.6091, 1.9306], [5.8072, 0.4464, 4.1997], [-1.3647, 2.8440, 0.8231], [6.9671, 0.8546, 2.4216], [6.9452, 2.2705, 3.4982], [1.5247, 0.0012, -2.7942], [-2.2122, 1.0411, -2.3670], [-0.7299, -3.8545, 4.8436], [-0.1607, -1.7379, 4.8850], [-0.9017, -5.7531, -1.7469], [-0.7669, 1.7366, 3.3901], [-0.3874, -5.6976, 3.9465], [-3.2921, 3.5547, -3.7595], [3.0325, -4.2588, 4.2257], [-4.6658, -0.1788, -3.9046], [-0.1954, -3.2061, -1.2075]],
  "e_tot_ha": -7072.5913,
  "total_charge": -2,
  "gap_ev": 4.2,
  "relative_energy_ev": 2.255
}

Entry 3:
{
  "formula": "C32H43BrN2P2Zr",
  "method": "ωB97M-V with the def2-TZVPD basis set",
  "elements": ["H", "H", "C", "C", "H", "Zr", "H", "H", "H", "C", "H", "H", "C", "N", "H", "C", "C", "P", "H", "H", "H", "Br", "C", "H", "C", "H", "H", "C", "C", "H", "H", "H", "H", "C", "H", "C", "P", "H", "C", "H", "H", "C", "C", "H", "C", "C", "C", "H", "H", "C", "C", "H", "C", "C", "H", "C", "H", "H", "H", "H", "H", "H", "C", "H", "C", "C", "H", "C", "C", "H", "H", "H", "H", "H", "H", "N", "C", "H", "C", "C", "C"],
  "coordinates": [[3.4707, 1.1217, 0.5211], [3.1418, 4.0522, -0.1571], [0.8680, -4.7759, 0.2004], [-2.2857, 0.2112, -1.0112], [-0.6431, 2.6899, -0.6491], [-0.5920, 0.4474, 0.1970], [-1.4688, 2.0684, 4.1740], [2.6696, -0.8604, 1.3982], [2.4058, -2.1040, 2.6179], [-1.3124, 1.0462, 3.8072], [2.2627, 2.9982, -3.1945], [0.9498, -3.4627, -2.9856], [3.2075, -0.2487, 3.4082], [0.0307, -1.4391, -0.3896], [-0.0577, -2.5861, 5.6094], [0.9178, -4.2363, -2.2195], [-4.0417, 1.5996, 0.0569], [1.4806, 1.4824, -0.6436], [-1.3219, 1.2595, -5.1287], [-6.0629, 4.3411, -0.1828], [2.3374, 1.9780, 1.5555], [-0.1455, -1.2031, -6.1270], [0.1254, 0.9410, 3.2969], [2.8861, -0.3623, 4.4525], [-6.3787, 1.0813, -0.2868], [-1.4974, 0.3635, 4.6462], [-1.2986, -2.8931, -4.0840], [-2.6356, 1.1021, -0.0538], [-5.7464, 3.2952, -0.1518], [0.8592, 0.9790, 4.1061], [1.1412, -7.5878, -1.6927], [-4.8701, -0.4154, 0.0045], [-2.4432, 1.8212, -2.9972], [0.3736, -2.5455, -0.5888], [3.4165, 0.5579, -1.6921], [-2.2143, -1.6035, -2.6073], [0.5190, -0.6437, 2.4530], [0.0075, -2.8964, 3.0610], [0.8018, 4.2586, -1.0375], [4.2263, -0.6533, 3.3404], [0.8548, -4.4009, 1.2369], [1.0155, -6.1290, -0.1148], [2.5744, 1.1587, -2.0683], [-1.2189, -1.7592, 3.6523], [-0.1348, -1.9302, 3.5716], [-2.4514, -0.2405, -2.3042], [-1.5424, -1.8763, -3.7826], [-7.1681, 0.3421, -0.4508], [1.1797, -5.8949, -3.5433], [0.5274, -1.9384, 4.9495], [-1.1295, -0.8270, -4.6114], [0.5636, -0.9429, 5.4154], [2.7916, 1.9905, 0.5523], [3.0828, 2.4150, -2.7640], [0.0212, 4.9389, -1.4098], [-4.3961, 2.9568, 0.0685], [-2.0616, 0.8578, 3.0215], [3.2679, 0.8169, 3.1535], [2.0072, 0.5140, -2.7565], [0.3431, 1.7887, 2.6241], [4.6060, 3.0260, -0.0619], [-2.4043, -2.3542, -1.8257], [1.0540, -6.5222, -1.4619], [1.5441, -2.3508, 4.9166], [-1.5865, 0.4765, -4.4248], [3.6358, 3.2498, 0.3949], [0.1103, 2.5924, -2.2502], [-2.2647, 0.7788, -3.2699], [-5.0685, 0.6508, -0.0361], [1.1105, -6.8463, 0.7130], [1.7047, 4.4437, -1.6300], [3.7585, 2.1535, -3.5878], [-3.6560, 3.7405, 0.2074], [3.8755, 3.6500, 1.3896], [3.6446, 3.0651, -2.0840], [-6.6888, 2.3712, -0.3233], [1.0579, -5.5897, -2.5074], [0.9929, 4.5104, 0.0138], [2.3228, -1.0204, 2.4323], [0.7256, -3.8537, -0.8743], [0.3167, 2.8104, -1.1961]],
  "e_tot_ha": -4656.7661,
  "total_charge": 4,
  "gap_ev": [3.3, 3.2],
  "relative_energy_ev": 0.249
}

Strongest force on any atom for every record listed, in sequence, given in Eh/bohr: 0.019; 0.028; 0.093.